{"formula": "H26O13", "method": "ωB97M-V/def2-TZVPD", "e_homo_ev": -10.13, "orbital_gap_ev": 9.97, "relative_energy_kj_mol": 164.8, "fmax_ev_per_a": 2.41, "e_lumo_ev": -0.16, "total_energy_ha": -993.7105, "species": ["O", "H", "H", "O", "H", "H", "O", "H", "H", "O", "H", "H", "O", "H", "H", "O", "H", "H", "O", "H", "H", "O", "H", "H", "O", "H", "H", "O", "H", "H", "O", "H", "H", "O", "H", "H", "O", "H", "H"], "coordinates": [[17.5715, -8.6328, -13.3770], [16.6442, -8.5884, -13.2599], [17.7113, -8.0313, -14.1416], [17.4824, -12.2703, -17.8333], [17.0632, -11.4572, -18.1910], [18.0118, -11.9701, -17.0925], [13.0361, -11.5316, -12.0550], [12.2660, -11.0375, -11.7821], [13.6481, -10.9180, -12.3920], [14.7739, -12.4038, -16.7396], [14.3944, -13.2757, -16.8772], [15.7343, -12.5954, -16.6751], [14.2019, -13.6965, -14.0034], [14.9120, -13.0241, -14.0072], [14.5380, -14.3043, -14.6813], [15.7457, -11.5889, -14.0346], [16.3216, -11.2729, -13.3792], [16.3365, -11.9825, -14.6936], [15.8710, -9.9610, -16.9568], [15.2243, -10.6343, -16.7016], [15.6248, -9.7381, -17.8674], [13.7704, -10.0610, -15.1125], [13.0674, -10.7123, -15.1409], [14.5576, -10.4630, -14.6905], [15.3736, -13.2571, -11.1047], [15.5221, -12.3872, -10.7482], [14.6277, -13.1316, -11.6414], [17.3257, -10.8983, -11.8010], [17.6068, -10.1043, -12.2402], [17.8900, -11.5918, -12.1182], [18.3074, -11.0841, -15.4948], [17.8882, -10.2718, -15.7919], [18.6980, -10.9389, -14.6373], [14.7122, -9.3115, -12.2590], [14.2814, -8.4758, -12.0731], [15.2726, -9.4530, -11.4812], [17.2977, -13.6980, -15.2776], [18.1530, -13.7937, -15.7010], [17.3743, -14.2578, -14.5048]], "forces_ev_per_a": [[1.64, 0.78, -1.18], [-2.02, -0.11, 0.28], [0.14, -0.62, 0.76], [-0.46, 0.21, -0.91], [0.43, -0.76, 0.56], [0.15, 0.29, 0.23], [-1.13, -1.82, 0.76], [-0.15, 0.19, 0.03], [1.09, 1.51, -0.79], [0.70, -0.50, 0.01], [-0.27, 0.07, 0.03], [-0.38, 0.03, -0.43], [0.50, -0.68, -0.53], [-0.70, 0.08, 0.38], [-0.40, -0.03, 0.35], [-0.71, -0.44, -1.72], [1.11, 0.74, 1.95], [0.14, 0.06, -0.18], [0.67, 0.43, -0.71], [-0.40, 0.14, 0.11], [-0.02, 0.08, 0.44], [0.03, 0.69, 0.04], [0.23, -0.36, 0.20], [-0.75, -0.20, -0.15], [1.78, -0.57, 1.06], [0.21, 0.44, 0.31], [-1.96, 0.02, -1.40], [-0.78, -0.16, 0.61], [0.61, 0.84, -0.39], [0.47, -0.66, 0.03], [0.20, -0.26, -0.33], [-0.28, 0.28, 0.13], [0.14, 0.38, 0.24], [0.83, 0.24, 0.27], [-0.33, 0.22, -0.13], [-0.11, -0.22, -0.07], [-0.05, -0.20, 0.11], [0.09, 0.14, -0.35], [-0.25, -0.24, 0.39]]}